1.
{
  "formula": "C15H36F9O15S9Zn2",
  "method": "wB97M-V/def2-TZVPD",
  "elements": ["Zn", "Zn", "C", "F", "F", "F", "S", "O", "O", "O", "C", "F", "F", "F", "S", "O", "O", "O", "C", "F", "F", "F", "S", "O", "O", "O", "C", "S", "O", "C", "H", "H", "H", "H", "H", "H", "C", "S", "O", "C", "H", "H", "H", "H", "H", "H", "C", "S", "O", "C", "H", "H", "H", "H", "H", "H", "C", "S", "O", "C", "H", "H", "H", "H", "H", "H", "C", "S", "O", "C", "H", "H", "H", "H", "H", "H", "C", "S", "O", "C", "H", "H", "H", "H", "H", "H"],
  "coordinates": [[3.0214, 1.0999, -1.3405], [0.7303, -0.9809, 2.6277], [-3.4114, -1.4964, 2.6178], [-2.9071, -1.9744, 1.4787], [-3.6735, -0.1922, 2.4481], [-4.5698, -2.0835, 2.9068], [-2.2356, -1.6651, 4.0086], [-1.0491, -1.0409, 3.4051], [-2.7988, -0.8915, 5.0679], [-2.0804, -3.0751, 4.1923], [-0.9710, -0.9253, -1.5386], [-0.3040, -0.8910, -2.7075], [-2.2220, -0.5593, -1.7511], [-0.8574, -2.1513, -1.0475], [-0.1455, 0.2892, -0.3779], [0.1083, -0.4616, 0.8322], [1.0590, 0.7293, -1.0446], [-1.0884, 1.3570, -0.1986], [5.2915, -0.7132, 1.9112], [6.2679, -1.0735, 1.0842], [5.3805, -1.3962, 3.0483], [5.3652, 0.6000, 2.1948], [3.6676, -1.1031, 1.1487], [3.7340, -2.4869, 0.8497], [2.7026, -0.7447, 2.1666], [3.5674, -0.2089, -0.0063], [-5.7457, -4.3229, -3.2212], [-4.3947, -5.2963, -2.5466], [-4.2280, -6.5226, -3.3519], [-3.0301, -4.2374, -3.0458], [-5.9281, -3.5046, -2.5245], [-6.6103, -4.9451, -3.4274], [-5.4510, -3.8727, -4.1747], [-2.1757, -4.8499, -2.7560], [-2.9697, -3.2754, -2.5416], [-3.0482, -4.1397, -4.1312], [1.2475, 4.2872, -4.0400], [2.8490, 3.7763, -3.4218], [2.5910, 2.5125, -2.6300], [3.6227, 3.3421, -4.9647], [0.7702, 4.9970, -3.3717], [0.6376, 3.3851, -4.0961], [1.4181, 4.7682, -5.0012], [2.9212, 2.7748, -5.5771], [4.5707, 2.8507, -4.7797], [3.7765, 4.2848, -5.4936], [-0.4045, -5.2346, 2.5311], [0.7098, -4.2467, 1.5540], [0.8592, -2.9021, 2.1890], [2.2333, -5.2042, 1.6413], [-0.3675, -6.2713, 2.2001], [-1.3967, -4.8556, 2.2888], [-0.2542, -5.1436, 3.6055], [2.5574, -5.4412, 0.6351], [2.0639, -6.1177, 2.2077], [2.9536, -4.5948, 2.1863], [3.7098, 3.3543, 2.4364], [2.6015, 3.6057, 1.0663], [2.9101, 2.4131, 0.2086], [3.3855, 5.1061, 0.4180], [3.3134, 2.7051, 3.2163], [3.8944, 4.2959, 2.9619], [4.6596, 2.9649, 2.0742], [4.3929, 4.8608, 0.0832], [3.4957, 5.7826, 1.2618], [2.7030, 5.4612, -0.3458], [-0.3467, 1.8491, 5.4822], [0.3818, 2.1837, 3.8758], [1.0253, 0.8919, 3.4426], [-1.1754, 2.2597, 3.0101], [0.3613, 2.1035, 6.2667], [-0.6394, 0.7990, 5.5325], [-1.2687, 2.4157, 5.6107], [-1.9342, 1.5792, 3.3876], [-1.0391, 2.2445, 1.9311], [-1.5506, 3.2731, 3.2209], [-3.2047, 1.2318, -4.3996], [-2.0713, 1.9782, -3.2202], [-1.5702, 3.2452, -3.8333], [-3.3346, 2.4740, -2.0547], [-3.6573, 0.3023, -4.0628], [-2.6741, 0.9842, -5.3210], [-3.9151, 2.0181, -4.6610], [-3.9371, 1.6048, -1.7830], [-4.0106, 3.1680, -2.5550], [-2.8642, 2.8835, -1.1685]],
  "atomic_forces_ev_per_a": [[-1.24, 0.75, 1.15], [-0.04, 0.16, 0.26], [-0.32, 0.56, 0.56], [-0.15, -0.19, -0.05], [0.08, 0.21, -0.35], [0.17, -0.33, -0.28], [-0.07, -0.74, -0.10], [0.18, 0.62, 0.17], [-0.02, 0.31, 0.19], [0.00, -0.34, 0.06], [1.49, 0.45, -0.19], [-0.37, -0.13, 0.11], [-0.21, -0.70, 0.21], [-0.61, 0.07, -0.09], [-1.14, 0.96, 0.96], [-0.04, -0.28, -0.83], [0.75, -0.36, -1.02], [-0.06, -0.12, -0.19], [-0.41, 0.12, 0.22], [-0.07, 0.33, 0.25], [0.19, 0.12, -0.22], [0.26, -0.39, -0.24], [-0.61, -0.30, 0.41], [0.23, -0.57, -0.53], [0.47, 0.46, 0.32], [0.73, 0.07, -0.89], [0.45, 0.62, -0.73], [-0.20, 0.09, 0.61], [-0.05, -0.20, -0.35], [0.23, -0.30, -0.08], [-0.31, -0.16, 0.11], [-0.07, -0.12, 0.46], [0.08, -0.15, 0.01], [0.15, 0.18, -0.08], [-0.27, 0.00, 0.07], [-0.01, 0.06, 0.01], [0.25, -0.29, 0.03], [0.50, 1.12, 0.31], [0.08, -1.11, -0.23], [-0.65, 0.17, -0.40], [0.11, -0.08, 0.21], [-0.18, 0.13, -0.25], [-0.13, -0.11, -0.08], [0.20, -0.38, 0.12], [0.01, -0.12, -0.01], [0.22, 0.05, 0.16], [-0.44, 0.19, 0.21], [-0.72, -0.62, -1.66], [0.55, -0.26, 0.89], [0.02, 0.17, 1.02], [0.27, 0.02, -0.08], [0.00, 0.09, 0.17], [0.20, 0.04, -0.03], [0.08, 0.20, -0.07], [-0.05, -0.03, -0.04], [0.14, -0.01, -0.25], [0.43, 0.55, 1.02], [-0.01, -0.08, 0.84], [0.41, 0.31, -0.46], [0.11, -0.91, 0.24], [-0.29, -0.38, -0.49], [-0.06, 0.10, -0.27], [-0.09, -0.03, -0.18], [-0.11, 0.00, -0.37], [-0.38, 0.21, -0.08], [0.30, 0.33, -0.17], [-0.15, -0.01, 0.38], [-1.07, -0.71, -0.01], [0.79, -0.04, 0.01], [-0.52, 1.46, 0.01], [0.03, -0.07, 0.00], [0.21, -0.05, -0.20], [0.17, 0.27, -0.06], [0.32, -0.45, -0.14], [0.16, -0.47, 0.02], [0.06, -0.10, 0.06], [0.08, 0.31, -0.80], [0.07, -0.18, 0.21], [0.05, 0.03, -0.23], [-0.53, -0.36, -0.10], [-0.15, 0.20, 0.40], [0.31, 0.13, 0.18], [-0.28, -0.25, 0.09], [0.22, -0.08, 0.13], [0.24, 0.24, 0.03], [0.04, 0.11, -0.04]],
  "mol_weight_g_mol": 1046.80,
  "total_charge": 1,
  "fmax_ev_per_a": 1.91,
  "de_lowest_kcal_mol": 0.0,
  "lumo_ha": -0.1257,
  "gap_ev": 6.8423
}

---

2.
{
  "formula": "C15H36N3O3P2S",
  "method": "wB97M-V/def2-TZVPD",
  "elements": ["C", "C", "C", "C", "C", "P", "C", "C", "C", "C", "N", "C", "N", "N", "P", "O", "O", "S", "C", "H", "H", "H", "H", "H", "H", "H", "H", "H", "H", "H", "H", "H", "H", "H", "H", "H", "H", "H", "H", "H", "H", "H", "H", "H", "H", "C", "C", "O", "C", "C", "H", "H", "H", "H", "H", "H", "H", "H", "H", "H"],
  "coordinates": [[3.2647, -0.8977, 1.6314], [2.5909, 0.4741, 1.6135], [1.0574, 0.5422, 1.4530], [0.2354, -0.5637, 2.1412], [-0.3836, -1.6742, 1.2501], [-2.1389, -1.2357, 0.6178], [-3.1676, -1.4066, 2.1310], [-2.1041, 0.6053, 0.5206], [-3.4325, 1.1438, -0.0180], [-0.4494, -3.0135, 2.0280], [0.0177, -4.1740, 1.2131], [-0.4404, -4.0600, -0.0972], [-1.2963, -4.9357, -0.5238], [-0.0613, -2.9999, -0.8687], [0.7526, -3.2949, -2.3866], [0.7957, -1.8560, -3.0332], [2.2724, -3.5468, -1.9663], [-0.0699, -4.6152, -3.4467], [0.4645, -1.8860, -0.0192], [3.3493, -1.3255, 0.6278], [4.2847, -0.8070, 2.0037], [2.7584, -1.6150, 2.2823], [3.0324, 1.0393, 0.7898], [2.8660, 1.0139, 2.5205], [0.7459, 1.4899, 1.8938], [0.7949, 0.6510, 0.4004], [-0.5971, -0.0967, 2.6690], [0.8421, -1.0174, 2.9291], [-4.1610, -1.0402, 1.8740], [-3.3007, -2.4523, 2.4066], [-2.8033, -0.8477, 2.9956], [-1.2886, 0.9439, -0.1218], [-1.9056, 1.0264, 1.5094], [-3.5300, 0.9740, -1.0894], [-3.5033, 2.2147, 0.1691], [-4.2918, 0.6785, 0.4657], [0.1840, -2.9913, 2.9127], [-1.4553, -3.2493, 2.3656], [1.0341, -4.1582, 1.1989], [-1.6513, -4.8764, -1.4727], [-1.5196, -5.7269, 0.0623], [1.3805, -1.2083, -2.6240], [2.5202, -3.5904, -1.0416], [0.4097, -0.9910, -0.6346], [1.5130, -2.0589, 0.2409], [1.9400, 3.7256, -2.7310], [0.6159, 3.1474, -2.2649], [0.2633, 3.4991, -0.9374], [0.1039, 4.8916, -0.6896], [-0.9829, 5.5451, -1.5225], [2.7383, 3.4755, -2.0304], [2.1954, 3.3185, -3.7102], [1.9006, 4.8103, -2.8289], [0.6700, 2.0554, -2.2557], [-0.1839, 3.4189, -2.9623], [1.0564, 5.4142, -0.8251], [-0.1477, 4.9532, 0.3691], [-0.7313, 5.5732, -2.5832], [-1.1249, 6.5747, -1.1931], [-1.9284, 5.0128, -1.4078]],
  "atomic_forces_ev_per_a": [[0.08, 0.01, -0.02], [0.03, -0.03, -0.13], [-0.02, 0.15, 0.12], [-0.11, 0.03, 0.04], [-0.10, 0.16, -0.07], [0.02, -0.09, -0.02], [0.04, -0.08, 0.04], [0.05, 0.07, -0.01], [-0.02, 0.01, 0.01], [-0.09, -0.03, -0.08], [-0.15, 0.10, 0.11], [-0.35, 0.13, -0.43], [0.09, -0.02, 0.00], [0.86, -0.49, 0.73], [-0.27, 0.29, -0.05], [-0.24, 0.00, 0.04], [-0.07, 0.10, -0.16], [-0.05, -0.15, -0.15], [-0.09, 0.03, -0.14], [-0.03, -0.01, 0.03], [0.00, 0.01, 0.00], [0.00, 0.00, -0.02], [0.01, 0.14, 0.10], [-0.01, -0.11, 0.08], [0.00, 0.05, -0.11], [0.00, -0.07, 0.02], [0.06, -0.01, 0.10], [0.03, -0.05, -0.06], [0.00, 0.06, 0.03], [-0.03, 0.03, 0.01], [0.03, 0.02, -0.02], [-0.02, -0.04, -0.05], [-0.03, -0.03, 0.01], [0.02, -0.02, 0.00], [0.02, 0.01, -0.07], [0.00, 0.02, 0.02], [0.03, 0.01, -0.02], [0.04, 0.01, 0.00], [0.01, -0.02, 0.01], [-0.02, -0.01, -0.01], [0.07, -0.03, 0.00], [0.19, 0.01, -0.07], [0.04, -0.05, 0.18], [0.04, -0.03, -0.03], [-0.06, 0.04, 0.01], [0.01, 0.00, 0.03], [-0.01, 0.03, 0.00], [0.00, -0.14, 0.04], [-0.01, 0.02, 0.02], [-0.01, -0.03, -0.01], [0.00, 0.00, 0.00], [0.01, 0.00, 0.00], [-0.01, 0.00, -0.02], [0.00, -0.01, -0.01], [0.00, 0.01, 0.01], [0.00, -0.01, -0.01], [0.00, 0.01, 0.00], [0.01, 0.02, 0.00], [-0.01, 0.00, 0.00], [0.00, 0.01, 0.00]],
  "mol_weight_g_mol": 400.49,
  "total_charge": 1,
  "fmax_ev_per_a": 1.23,
  "lumo_ha": -0.1231,
  "gap_ev": 8.2317
}